# 1
This record from the OMol25 dataset describes a 2-piece molecular cluster, C28H57BN6O6PS overall in a non-equilibrium geometry. The level of theory is the ωB97M-V functional and the def2-TZVPD basis.

Element x y z (Å)
H 2.705 -1.624 4.278
H -3.172 6.380 1.344
C -2.645 3.424 -1.443
H -6.875 7.385 3.163
C 0.616 0.612 -0.695
H -7.126 6.303 1.813
H -7.520 6.116 -0.224
H -2.907 5.136 -2.728
S 2.198 -6.615 2.106
B 4.672 -1.717 1.053
H -5.325 2.836 0.302
C -6.481 7.098 2.182
H -8.788 5.062 -0.792
O 0.804 -3.084 2.998
H 3.906 -7.384 0.475
H 1.453 -4.497 -0.732
H 3.184 -4.209 -2.069
H 4.629 -4.924 -0.561
N -4.576 4.650 -0.488
H 3.942 -3.850 -4.469
H -4.573 7.218 3.097
C 3.306 -2.276 0.250
H 9.097 -2.185 2.120
C -5.053 6.610 2.322
H -5.037 5.594 2.724
C 3.828 -2.033 -1.313
C 4.412 -3.128 -3.653
C 4.029 -5.030 0.439
H 8.481 -4.033 1.964
C -4.169 6.740 1.074
N 1.539 -3.967 0.166
C 0.618 0.080 -2.251
C 8.165 -2.899 2.120
H 3.074 -3.708 1.910
H -3.346 3.598 -3.494
C 3.180 -6.451 0.507
H -5.301 3.354 -2.064
H 4.466 -2.060 -4.127
O 4.892 -0.238 1.241
C -3.361 4.154 -2.549
C 0.752 -7.726 1.675
H -3.875 6.565 -1.032
H -5.324 5.098 -2.488
O 0.521 -8.008 0.231
H -4.038 7.820 0.915
H -1.569 -0.318 -0.463
C -4.594 6.180 -0.295
C -7.699 5.178 -0.743
H -1.043 -9.360 -0.760
P 1.217 -1.460 2.407
H 7.200 -1.334 0.664
C -0.877 0.475 0.048
C -5.612 3.897 0.347
C 1.864 -1.506 0.607
H 0.771 1.795 -0.776
H 2.038 -0.082 4.074
C 1.858 0.075 0.219
C 0.874 -2.595 -0.076
H 6.411 -2.900 -3.246
C -4.762 4.305 -1.995
C 2.962 -3.807 0.726
H 0.371 1.022 -2.942
H 2.870 0.473 -0.272
H 5.016 -2.144 -1.270
O 5.700 -2.584 1.660
N 5.740 -3.726 -3.249
H 1.791 0.679 1.248
C -7.100 3.971 -0.044
C -3.139 4.095 -0.172
H -0.196 -3.173 3.088
H -5.565 6.560 -0.602
C 3.291 -3.099 -2.410
H -0.741 0.299 1.214
H -6.555 7.967 1.522
C 7.009 -2.447 1.002
H -2.485 4.935 0.068
H 2.221 -2.200 -3.895
H -1.554 3.492 -1.543
O 2.011 -2.741 -3.077
H -7.351 5.271 -1.774
H -7.325 3.097 -0.666
H -0.192 -0.722 -2.504
H 7.632 -2.839 3.162
H -7.668 3.812 0.881
N -0.253 -8.405 2.603
H 2.511 -6.472 -0.466
N -1.050 -9.112 1.689
H 1.720 -0.218 -2.504
C -0.628 -8.925 0.244
H -1.433 1.518 -0.046
H 3.624 -0.957 -1.717
H 5.380 -0.212 2.136
H -5.469 4.189 1.382
H 5.708 -4.168 -2.303
H 7.171 -3.188 0.090
N 2.496 -0.891 3.567
H -3.189 3.411 0.680
O -0.298 -2.584 -0.690
H 4.828 -5.076 1.316
H -2.914 2.362 -1.443

## Properties
total charge = +1
gap between HOMO and LUMO = 7.39 eV
E_tot = -71970.6600 eV
lowest unoccupied orbital energy = -2.14 eV

---

# 2
This record from the OMol25 dataset describes a 14-piece molecular cluster, C2H31O14 overall in a non-equilibrium geometry. The level of theory is the ωB97M-V functional and the def2-TZVPD basis.

Element x y z (Å)
H -4.398 -21.091 18.061
H -7.114 -21.984 17.139
O -4.746 -22.742 15.182
O -5.635 -21.189 19.235
H -8.311 -19.436 20.409
H -4.712 -23.477 15.816
H -5.650 -18.092 20.014
H -5.166 -19.574 19.952
H -3.830 -22.522 14.873
O -10.513 -22.689 16.983
O -3.660 -20.892 17.450
H -7.108 -20.892 14.102
O -4.788 -24.919 16.748
H -9.856 -20.959 16.247
H -7.438 -23.580 17.768
C -7.228 -22.533 18.017
H -4.468 -25.397 16.003
C -5.968 -22.481 18.914
O -7.755 -21.178 22.247
H -2.573 -23.842 18.757
H -7.506 -19.351 17.980
H -6.265 -20.016 18.212
H -8.143 -22.225 18.477
O -7.081 -21.845 14.316
O -9.091 -20.407 16.011
O -8.339 -19.934 19.575
H -9.833 -23.322 16.938
H -7.684 -20.595 19.658
H -10.568 -22.411 17.894
O -2.484 -23.878 17.848
O -6.636 -19.436 17.546
H -11.588 -20.268 19.401
H -6.260 -22.151 14.667
H -8.376 -20.987 16.095
H -3.312 -24.250 17.496
H -10.060 -20.296 19.313
H -4.407 -21.525 20.361
H -4.530 -21.287 21.761
H -5.743 -24.820 16.643
H -4.042 -20.887 16.593
O -3.927 -21.657 21.158
H -7.327 -21.861 21.726
H -6.085 -22.937 19.919
O -10.860 -20.254 18.766
H -7.043 -20.682 22.678
H -5.166 -22.884 18.349
O -4.931 -18.683 20.207

## Properties
ΔE to the lowest compared entry with this formula, charge and spin = 34.7 kcal/mol
total charge = -1
gap between HOMO and LUMO = 7.82 eV
E_tot = -31243.5474 eV
lowest unoccupied orbital energy = 2.20 eV

---

# 3
This record from the OMol25 dataset describes a 2-piece molecular cluster, C21H19BrNO4S2 overall in a non-equilibrium geometry. The level of theory is the ωB97M-V functional and the def2-TZVPD basis.

Element x y z (Å)
C 1.305 -3.742 1.488
H -4.386 2.859 -0.596
H -4.743 -2.057 -1.265
S 2.377 1.411 -0.971
C 2.664 0.004 -0.028
C 5.545 3.841 -0.137
H -6.717 3.023 -0.341
O -0.992 -0.427 -2.028
C 4.305 3.200 -0.081
H 2.729 -4.796 2.704
C -6.968 1.966 -0.468
C 1.178 -3.842 3.897
C 4.852 1.965 -2.094
O 2.111 0.944 -2.314
C -0.388 -2.497 0.189
S -1.972 -1.322 -1.471
H 1.588 -4.191 4.844
O 1.495 2.362 -0.336
H -6.799 -0.698 -0.875
H 1.767 -3.985 0.529
C -5.818 -0.219 -0.892
Br 3.312 0.166 1.687
C 0.139 -2.952 1.467
C 1.824 -4.185 2.699
C -0.514 -2.611 2.666
H -7.664 1.869 -1.310
H -7.498 1.620 0.429
O -2.395 -2.501 -2.187
H -2.329 1.486 -0.983
H -0.493 -2.791 4.811
C -3.311 1.022 -0.946
C -4.460 1.778 -0.735
H 2.080 -0.869 -0.295
H 0.191 -2.843 -0.683
H 3.606 3.429 0.718
C 3.966 2.272 -1.062
H -1.419 -2.004 2.601
H 5.804 4.570 0.634
C 6.440 3.543 -1.172
N -1.458 -1.787 0.110
C -4.677 -0.985 -1.105
C 0.011 -3.058 3.881
C -5.720 1.164 -0.702
H 4.572 1.231 -2.845
C 6.094 2.603 -2.150
C -3.431 -0.359 -1.112
H 7.412 4.041 -1.213
H 6.785 2.355 -2.959

## Properties
total charge = -1
gap between HOMO and LUMO = 4.87 eV
E_tot = -123477.2685 eV
lowest unoccupied orbital energy = 2.11 eV

---

# 4
This record from the OMol25 dataset describes a 3-piece molecular cluster, C32H26ClF4N3O4S overall in a non-equilibrium geometry. The level of theory is the ωB97M-V functional and the def2-TZVPD basis.

Element x y z (Å)
C -0.813 -0.980 -1.319
H -5.085 -4.052 3.029
C 0.301 5.133 -0.231
C -4.232 0.537 5.536
H -1.840 3.019 -2.460
H 0.637 1.505 -2.106
F 8.281 -1.818 -5.642
H -4.204 2.174 4.141
C 6.743 -2.337 -3.006
H 0.932 6.095 -0.272
C -0.659 2.916 1.072
H 1.287 1.112 -0.339
C -4.886 -3.259 2.316
O 9.186 -1.413 -1.961
H -6.147 0.390 8.334
H 6.576 -4.416 -4.028
H -4.875 -1.709 3.807
C 5.947 -3.550 -3.608
H -5.865 3.509 5.402
C 5.952 -1.145 -2.425
C -1.424 2.373 -0.200
C -4.366 -1.225 0.487
H -0.414 -2.007 -3.259
H -4.158 -0.434 -0.225
O 9.084 -3.735 -2.722
C -0.060 -1.033 -2.741
H -2.027 0.586 0.722
C 4.406 -3.487 -3.636
C 2.465 2.648 -1.456
H 6.570 -0.288 -1.966
C 2.383 0.057 -1.989
H -4.851 -4.582 0.621
C 4.365 -1.047 -2.435
N 3.800 0.142 -1.855
H -4.384 -2.773 -1.007
O 2.430 3.470 -2.387
H -6.832 2.620 7.502
O -2.560 0.522 -2.390
F 10.372 -2.718 -4.994
C 1.539 1.331 -1.432
C -4.509 -0.926 1.838
C 9.311 -1.820 -4.662
H -0.031 -0.741 -0.503
C 0.172 4.242 1.057
C -1.323 3.300 -1.471
C -4.491 -2.541 0.048
C -1.879 0.250 -1.349
N -2.162 1.103 -0.160
C 1.552 -1.104 -2.621
H -0.445 5.220 -2.456
C -5.561 2.534 5.769
C -4.752 -3.557 0.963
C -5.718 0.783 7.418
H -1.373 -1.951 -1.058
H -0.364 -0.189 -3.468
C -4.767 -1.943 2.753
S 8.595 -2.332 -2.992
C -6.105 2.034 6.949
C 3.608 -2.246 -3.056
F 9.825 -0.486 -4.532
C -4.779 0.035 6.713
C -0.495 4.622 -1.486
H -4.473 -0.939 7.082
N 2.173 -2.270 -3.156
F 3.369 2.888 -0.372
Cl 3.546 -4.912 -4.406
H -0.685 2.345 2.065
H 0.729 4.630 1.985
C -4.626 1.785 5.062
H -4.418 0.101 2.180
H -3.499 -0.045 4.987

## Properties
total charge = 0
gap between HOMO and LUMO = 6.69 eV
E_tot = -80481.1599 eV
SMILES = O=C(F)Cc1nc2cc(S(=O)(=O)C(F)(F)F)cc(Cl)c2nc1CCC(=O)Nc1ccccc1.c1ccccc1.c1ccccc1
lowest unoccupied orbital energy = -2.02 eV

---

Question: gap between HOMO and LUMO of number 4 (C32H26ClF4N3O4S)?
Answer: 6.69 eV